{
  "formula": "C12H36O16P4",
  "method": "ωB97M-V/def2-TZVPD",
  "e_above_lowest_kj_mol": 0.00,
  "smiles": "COP(=O)(OC)OC.COP(=O)(OC)OC.COP(=O)(OC)OC.COP(=O)(OC)OC",
  "gap_ev": 11.061,
  "e_lumo_ev": 0.69,
  "energy_ha": -3048.4406,
  "homo_energy_ev": -10.37,
  "total_charge": 0,
  "elements": ["C", "O", "P", "O", "O", "C", "O", "C", "H", "H", "H", "H", "H", "H", "H", "H", "H", "C", "O", "P", "O", "O", "C", "O", "C", "H", "H", "H", "H", "H", "H", "H", "H", "H", "C", "O", "P", "O", "O", "C", "O", "C", "H", "H", "H", "H", "H", "H", "H", "H", "H", "C", "O", "P", "O", "O", "C", "O", "C", "H", "H", "H", "H", "H", "H", "H", "H", "H"],
  "positions_angstrom": [[8.0394, 23.5396, -5.5523], [8.8324, 22.7307, -6.4307], [8.0896, 22.1635, -7.7050], [7.7703, 23.1257, -8.7448], [8.9928, 20.9612, -8.1528], [9.5941, 20.0728, -7.2294], [6.8237, 21.4565, -7.0313], [5.5047, 21.7076, -7.5083], [6.9832, 23.4741, -5.7981], [8.3517, 24.5795, -5.6582], [8.1963, 23.2682, -4.5117], [9.8160, 20.5711, -6.2879], [10.4994, 19.6219, -7.6311], [8.9397, 19.2222, -7.0109], [5.1351, 22.5478, -6.9091], [4.8253, 20.8817, -7.3175], [5.4575, 22.0494, -8.5387], [0.8940, 24.8104, -7.1529], [1.7438, 24.1185, -8.0624], [3.1031, 24.8031, -8.5023], [2.9387, 26.1422, -9.0454], [3.7339, 23.7217, -9.4404], [3.5080, 23.6946, -10.8440], [3.9439, 24.7107, -7.1760], [4.9414, 25.6931, -6.8651], [-0.1201, 24.7503, -7.5431], [1.1186, 25.8792, -7.0939], [0.9959, 24.3762, -6.1600], [3.6225, 24.6542, -11.3478], [2.5345, 23.2949, -11.1288], [4.2945, 23.0473, -11.2303], [5.6376, 25.7788, -7.7050], [5.5506, 25.3242, -6.0417], [4.4853, 26.6593, -6.6690], [3.4429, 24.9196, -4.1182], [3.9124, 25.6809, -3.0086], [5.3369, 26.3055, -3.1126], [6.3642, 25.4783, -3.7501], [5.6301, 26.6379, -1.6034], [6.9697, 26.7672, -1.1107], [5.0925, 27.7051, -3.7911], [6.0675, 28.3260, -4.6237], [4.2190, 24.3412, -4.6129], [2.9071, 25.5458, -4.8370], [2.6801, 24.2291, -3.7542], [7.2178, 25.9425, -0.4484], [6.9519, 27.6858, -0.5269], [7.6934, 26.8465, -1.9175], [6.2055, 29.3432, -4.2551], [5.6844, 28.4444, -5.6391], [7.0066, 27.7792, -4.6584], [4.6761, 19.0127, -16.5765], [5.4304, 19.2855, -15.3965], [5.7117, 20.7959, -14.9694], [6.7161, 20.8587, -13.9232], [6.0274, 21.5776, -16.2868], [7.3332, 21.4909, -16.8691], [4.3083, 21.3907, -14.6286], [3.5104, 20.8653, -13.5838], [5.3031, 18.6161, -17.3713], [4.1108, 19.8782, -16.9248], [3.9329, 18.2610, -16.3020], [7.7815, 22.4801, -16.8917], [7.2323, 21.1267, -17.8903], [7.9498, 20.8045, -16.2892], [4.0702, 20.2208, -12.9091], [2.6376, 20.3515, -13.9877], [3.0880, 21.6718, -12.9850]],
  "atomic_forces_ev_per_a": [[0.16, 0.84, 0.08], [0.11, -0.20, 0.29], [-0.47, -0.45, 0.51], [-0.13, 0.19, -0.44], [0.53, 0.19, -0.39], [-0.09, -0.87, 0.74], [0.09, -0.53, -0.42], [-0.56, 1.28, 0.61], [-0.04, -0.06, 0.13], [-0.04, -0.05, -0.09], [0.04, -0.34, -0.10], [0.11, 0.06, -0.06], [0.07, 0.47, -0.33], [-0.24, 0.26, -0.08], [-0.22, -0.08, -0.15], [0.42, -0.39, -0.09], [0.26, -0.31, -0.12], [-0.18, 0.49, -0.05], [0.10, -0.31, -0.12], [-0.70, 0.02, 0.24], [0.17, 0.67, -0.32], [-0.01, -0.05, 0.08], [0.51, -0.26, -0.90], [0.16, -0.13, 0.45], [0.84, -0.18, -0.79], [-0.04, -0.28, 0.22], [0.24, -0.08, -0.09], [-0.18, -0.12, -0.03], [0.02, 0.25, 0.48], [-0.10, -0.10, 0.42], [-0.13, -0.07, -0.08], [-0.17, 0.17, -0.05], [-0.38, 0.10, 0.21], [-0.06, -0.01, 0.14], [-1.14, -0.41, -0.32], [-0.30, -0.14, 0.12], [0.72, -0.07, 0.53], [0.29, -0.08, -0.41], [-0.25, -0.30, 0.19], [-0.26, 0.56, 0.20], [-0.22, 0.07, -0.45], [-0.01, 0.72, -0.31], [0.13, 0.16, 0.14], [0.42, 0.21, 0.02], [0.23, -0.02, 0.28], [-0.08, -0.18, -0.14], [0.28, 0.01, 0.01], [0.04, -0.10, -0.03], [0.23, -0.13, 0.16], [-0.11, -0.31, 0.05], [-0.01, -0.06, 0.12], [-0.84, -0.29, 0.25], [0.25, 0.09, -0.24], [0.43, -0.68, 0.35], [0.33, -0.10, 0.39], [-0.31, 0.47, -0.57], [0.10, -0.22, 0.02], [-0.68, 0.68, -0.34], [-0.60, -0.06, 0.58], [0.18, 0.11, 0.05], [0.24, 0.12, -0.05], [0.14, -0.09, -0.10], [-0.01, 0.03, 0.13], [-0.07, -0.03, 0.02], [0.15, 0.11, -0.06], [0.09, -0.13, -0.11], [0.25, -0.28, -0.21], [0.33, 0.26, -0.13]]
}